# C32H27IrN6O

A structure of composition C32H27IrN6O at a distorted geometry (ωB97M-V/def2-TZVPD, OMol25).

Results
DFT total energy in Ha: -1743.6042
Frontier orbital gap (spin up / spin down) in Ha: 0.276 / 0.234
Max |F| in eV/Å: 1.2
Relative energy (zero: lowest compared OMol25 entry of this formula, charge and spin) in kJ/mol: 45.5
Spin multiplicity: 2
Charge: +1

Each line ends with the Löwdin charge.
CARTESIAN COORDINATES (ANGSTROEM)
Ir: 0.571 0.200 0.551  1.553
C: -1.307 -0.460 4.392  -0.032
C: -1.024 -1.790 4.689  -0.030
C: -0.475 -2.582 3.711  0.014
C: -0.178 -2.047 2.452  -0.285
N: -0.375 -0.731 2.202  0.001
C: -0.958 0.023 3.156  -0.097
N: 0.214 -2.968 1.502  0.184
C: 0.270 -2.739 0.241  -0.279
N: 0.093 -1.549 -0.449  -0.021
C: 0.423 -1.753 -1.760  -0.309
N: 0.565 -0.872 -2.687  0.174
C: 0.749 0.473 -2.490  -0.303
C: 0.728 1.246 -3.669  0.008
C: 0.992 2.587 -3.644  -0.036
C: 1.298 3.186 -2.421  -0.036
C: 1.292 2.406 -1.298  -0.132
N: 1.011 1.076 -1.302  -0.020
C: 0.651 -3.192 -1.983  -0.111
C: 0.971 -3.902 -3.124  0.008
C: 1.225 -5.260 -2.969  -0.051
C: 1.175 -5.868 -1.715  -0.050
C: 0.858 -5.141 -0.572  0.009
C: 0.591 -3.797 -0.738  -0.109
H: -1.773 0.198 5.109  0.116
H: -1.251 -2.200 5.664  0.120
H: -0.279 -3.633 3.858  0.122
H: -1.141 1.055 2.908  0.101
H: 0.511 0.718 -4.586  0.121
H: 0.976 3.166 -4.558  0.119
H: 1.544 4.235 -2.342  0.116
H: 1.511 2.830 -0.331  0.104
H: 1.022 -3.417 -4.089  0.120
H: 1.473 -5.859 -3.836  0.111
H: 1.395 -6.924 -1.632  0.111
H: 0.827 -5.600 0.407  0.120
C: -3.203 1.632 -0.957  -0.027
C: -3.249 2.934 -0.474  -0.023
C: -2.262 3.378 0.383  0.021
C: -1.232 2.519 0.752  -0.217
N: -1.200 1.259 0.265  -0.053
C: -2.154 0.827 -0.572  -0.086
C: -0.118 2.839 1.651  -0.240
C: -0.098 3.958 2.484  -0.019
C: 0.922 4.098 3.407  -0.065
C: 1.900 3.115 3.508  -0.055
C: 1.877 2.001 2.678  -0.092
C: 0.880 1.855 1.719  -0.277
H: -3.960 1.246 -1.623  0.118
H: -4.049 3.599 -0.771  0.122
H: -2.269 4.391 0.758  0.118
H: -2.054 -0.193 -0.918  0.113
H: -0.883 4.702 2.435  0.111
H: 0.945 4.957 4.063  0.110
H: 2.684 3.215 4.247  0.112
H: 2.638 1.238 2.778  0.096
C: 4.080 0.905 0.120  -0.034
C: 3.574 -0.507 0.377  -0.467
C: 3.591 -1.359 -0.880  -0.026
O: 2.289 -0.526 0.992  -0.289
H: 5.114 0.851 -0.220  0.095
H: 4.047 1.510 1.025  0.071
H: 3.496 1.398 -0.656  0.059
H: 4.224 -0.971 1.125  0.143
H: 3.005 -0.903 -1.680  0.069
H: 3.198 -2.357 -0.679  0.084
H: 4.617 -1.463 -1.232  0.096

---

# C4H14NO2S

A cluster of 3 separate species, C4H14NO2S in total at a distorted geometry (ωB97M-V/def2-TZVPD, OMol25).

Results
DFT total energy in Ha: -764.2416
Frontier orbital gap in Ha: 0.230
Max |F| in eV/Å: 1.5
Relative energy (zero: lowest compared OMol25 entry of this formula, charge and spin) in kJ/mol: 83.1
Charge: -1

Each line ends with the Löwdin charge.
CARTESIAN COORDINATES (ANGSTROEM)
C: -1.129 -0.165 -0.387  -0.299
C: -1.005 0.504 0.984  -0.758
S: -1.024 2.332 0.987  0.178
C: -1.599 -1.626 -0.251  -0.238
N: -0.447 -2.436 0.270  -0.131
C: -0.018 -3.576 -0.547  -0.167
H: -1.897 0.494 -0.857  0.090
H: -0.237 -0.192 -1.029  0.082
H: -0.164 0.166 1.598  0.042
H: -1.979 0.367 1.457  0.015
H: -2.404 -1.700 0.485  0.093
H: -1.984 -2.093 -1.151  0.091
H: 0.366 -1.857 0.433  0.079
H: 0.031 -3.421 -1.628  0.057
H: -0.644 -4.464 -0.386  0.065
H: 1.037 -3.683 -0.268  0.072
H: 4.002 0.250 -1.209  0.022
H: 3.085 1.347 -0.473  -0.001
O: 3.677 0.562 -0.345  -0.123
H: 0.892 2.486 -0.550  -0.047
H: 1.053 1.226 -1.310  0.007
O: 1.565 2.015 -1.099  -0.129

---

# C9H16Br2Cl3HfN2O2S

A structure of composition C9H16Br2Cl3HfN2O2S (ωB97M-V/def2-TZVPD, OMol25).

Results
DFT total energy in Ha: -7586.4059
Frontier orbital gap in Ha: 0.283
Max |F| in eV/Å: 0.9
Charge: +3

Each line ends with the Löwdin charge.
CARTESIAN COORDINATES (ANGSTROEM)
Hf: 0.392 -0.645 -0.225  1.489
C: -2.429 0.657 0.509  -0.139
C: -1.970 -0.117 1.737  -0.131
N: -0.470 -0.173 1.886  -0.191
C: 0.166 1.016 2.545  -0.201
C: 0.142 2.273 1.696  -0.342
S: 0.715 1.962 -0.021  1.010
C: -0.667 2.529 -1.085  -0.345
C: -1.468 1.386 -1.697  -0.203
N: -1.686 0.255 -0.732  -0.195
H: -3.498 0.497 0.368  0.159
H: -2.294 1.723 0.649  0.105
H: -2.404 0.348 2.625  0.155
H: -2.329 -1.149 1.705  0.138
H: -0.304 -0.942 2.538  0.120
H: -0.335 1.221 3.495  0.153
H: 1.195 0.733 2.772  0.141
H: -0.839 2.740 1.647  0.093
H: 0.828 3.008 2.117  0.115
H: -1.269 3.208 -0.483  0.102
H: -0.216 3.128 -1.875  0.113
H: -2.426 1.771 -2.055  0.156
H: -0.944 0.975 -2.565  0.132
H: -2.269 -0.426 -1.222  0.112
Br: -0.570 -2.742 -2.088  0.817
C: -0.027 -4.154 -0.872  -0.824
Br: 0.580 -3.355 0.801  0.809
H: 0.814 -4.680 -1.313  0.044
H: -0.884 -4.784 -0.659  0.046
Cl: 3.898 -2.753 -1.896  0.706
C: 4.069 -0.984 -1.695  -1.522
Cl: 4.283 -0.181 -3.233  0.745
Cl: 5.338 -0.586 -0.559  0.746
C: 2.709 -0.652 -1.108  -0.759
O: 2.473 -0.708 0.149  -0.166
O: 1.694 -0.402 -1.856  -0.186